Model w:
DFT (ωB97M-V/def2-TZVPD) results for C5H12N2O in the gas phase.

Calculated values
SMILES string   CNCC(=O)N(C)C
HOMO energy   -9.10 eV
HOMO-LUMO gap   10.01 eV
Total charge   0

The geometry in XYZ format:
```
20
C5H12N2O | the OMol25 dataset | ωB97M-V/def2-TZVPD
C 1.61140 -2.45975 1.21717
N 1.01897 -1.14939 0.98473
C 0.63862 -0.97323 -0.40594
C 0.07715 0.40764 -0.78358
O 0.48788 0.95239 -1.78958
N -0.87016 0.97406 0.00711
C -1.50711 2.17444 -0.52458
C -1.65552 0.25807 0.99409
H 2.39407 -2.72216 0.48215
H 0.81308 -3.18860 1.26142
H 2.16971 -2.43128 2.15218
H 1.64638 -0.40422 1.26889
H 1.48682 -1.10703 -1.07584
H -0.15848 -1.67520 -0.64824
H -2.09720 2.66602 0.25003
H -0.76592 2.86916 -0.90896
H -2.17830 1.93708 -1.34972
H -1.46296 -0.80955 0.95655
H -2.71524 0.41479 0.82458
H -1.40085 0.57173 2.00077
```

natural (NBO) analysis output, partial charges in e: -0.41 -0.63 -0.31 0.67 -0.63 -0.43 -0.41 -0.40 0.17 0.19 0.20 0.36 0.20 0.20 0.20 0.23 0.19 0.22 0.19 0.20

Model x:
DFT (ωB97M-V/def2-TZVPD) results for 2 unconnected molecules or ions with the total composition C5H12N2O.

Calculated values
HOMO energy (spin up / spin down)   -7.73 / -7.73 eV
HOMO-LUMO gap (spin up / spin down)   8.45 / 8.45 eV
Total charge   0

The geometry in XYZ format:
```
20
C5H12N2O | the OMol25 dataset | ωB97M-V/def2-TZVPD
C 1.18735 0.67478 0.41286
C -1.24030 -0.37119 -0.28131
C 2.13743 -0.16058 1.24975
C -2.14630 0.65584 -0.92437
N -1.86512 -1.15496 0.71646
C 0.81546 -0.94411 -1.20891
O 1.81898 1.48581 -0.56637
N -0.41011 -1.05787 -1.21454
H 2.06961 2.32453 -0.15824
H 0.66381 1.35676 1.10298
H -0.24340 0.25343 0.22417
H -1.40429 -2.03741 0.89211
H -2.85855 -1.30809 0.59209
H 1.47140 -1.34077 -1.98392
H 1.57165 -0.89485 1.82854
H 2.84326 -0.68949 0.61233
H 2.70451 0.46711 1.95076
H -1.57539 1.28233 -1.60848
H -2.58799 1.28360 -0.14942
H -2.95201 0.17511 -1.48647
```

natural (NBO) analysis output, partial charges in e: 0.01 0.14 -0.65 -0.63 -0.82 0.10 -0.74 -0.43 0.46 0.16 0.19 0.38 0.37 0.19 0.21 0.21 0.19 0.23 0.22 0.21

Most favorable first, least favorable last: model w, model x

Model w:
DFT (ωB97M-V/def2-TZVPD) results for 2 unconnected molecules or ions with the total composition C5H12N2O.

Calculated values
HOMO energy   -7.84 eV
HOMO-LUMO gap   4.64 eV
Total charge   0

The geometry in XYZ format:
```
20
C5H12N2O | the OMol25 dataset | ωB97M-V/def2-TZVPD
C 1.68223 -0.07495 0.99994
O 2.79456 0.58763 1.05609
C 1.21830 0.08592 -0.56917
C 0.12856 -0.88996 -0.89418
C -1.18860 -0.63327 -0.32337
C -1.98362 0.50127 -0.43935
N -3.08958 0.48273 0.37118
N 2.35576 -0.10956 -1.46921
H 0.85307 0.23968 1.65537
H 1.80103 -1.17690 1.09711
H -1.31033 1.10278 2.56056
H 0.79495 1.09987 -0.67004
H -0.09889 -0.56508 -1.93622
H 0.46882 -1.91737 -0.98950
H -1.67348 -1.51654 0.12337
H -0.95006 1.48439 2.04373
H -3.41374 -0.47751 0.49067
H -3.82996 1.10170 0.06630
H 3.16055 0.14439 -0.91941
H 2.28043 0.53079 -2.25388
```

natural (NBO) analysis output, partial charges in e: -0.01 -0.57 0.00 -0.49 -0.17 0.08 -0.75 -0.86 0.17 0.12 0.00 0.20 0.34 0.25 0.17 0.00 0.36 0.39 0.40 0.36

Model x:
DFT (ωB97M-V/def2-TZVPD) results for C5H12N2O in the gas phase.

Calculated values
SMILES string   C[C@@H](N)C(C)(C)N=O
HOMO energy   -9.07 eV
HOMO-LUMO gap   9.00 eV
Total charge   0

The geometry in XYZ format:
```
20
C5H12N2O | the OMol25 dataset | ωB97M-V/def2-TZVPD
C -0.94146 -0.14214 1.80074
C -0.73499 0.40038 0.31492
N -0.75046 1.86342 0.37962
C 0.48971 -0.24862 -0.41639
C 0.07244 -1.50533 -1.21960
C 1.17696 0.73673 -1.38458
N 1.55257 -0.57115 0.64674
O 1.52153 -1.72290 1.07474
H -0.13018 0.06466 2.50722
H -1.79813 0.37018 2.25312
H -1.18042 -1.20873 1.76642
H -1.64695 0.12851 -0.22953
H -1.60934 2.18652 0.82352
H 0.02075 2.20279 0.95222
H 0.38685 -2.45827 -0.78661
H -1.01377 -1.56821 -1.34655
H 0.48937 -1.48938 -2.23438
H 0.48173 1.09551 -2.15028
H 1.59037 1.60458 -0.85639
H 2.02341 0.26145 -1.89494
```

natural (NBO) analysis output, partial charges in e: -0.64 -0.03 -0.84 -0.01 -0.64 -0.61 0.16 -0.28 0.21 0.20 0.21 0.20 0.36 0.35 0.24 0.21 0.22 0.23 0.22 0.21

Most favorable first, least favorable last: model x, model w

Model w:
DFT (ωB97M-V/def2-TZVPD) results for a gas-phase ion, C3H10N3 (charge +1).

Calculated values
SMILES string   CN1[C@H](N)[C@@H]1[NH3+]
HOMO energy   -14.28 eV
HOMO-LUMO gap   11.19 eV
Total charge   +1

The geometry in XYZ format:
```
16
C3H10N3 | the OMol25 dataset | ωB97M-V/def2-TZVPD
C 0.31724 -0.64303 2.00401
N 0.11614 -0.51419 0.56627
C -0.61553 0.56318 0.12444
N -1.42096 0.34515 -1.03343
C 0.82428 0.52758 -0.24458
N 0.79925 -0.13806 -1.57664
H -0.67683 -0.64287 2.34585
H 0.73622 -1.52353 2.25029
H 0.83771 0.18689 2.51603
H -0.99926 1.33500 0.78743
H -2.12076 1.16719 -1.14450
H -1.85916 -0.53489 -1.19651
H 1.75310 1.03191 0.16426
H 0.68103 -1.09028 -1.19942
H 1.66978 -0.09958 -2.07998
H -0.04224 0.02953 -2.28351
```

natural (NBO) analysis output, partial charges in e: -0.41 -0.41 0.09 -0.89 0.01 -0.73 0.22 0.22 0.20 0.23 0.42 0.40 0.27 0.46 0.44 0.49

Model x:
DFT (ωB97M-V/def2-TZVPD) results for 2 unconnected molecules or ions with the total composition C3H10N3.

Calculated values
HOMO energy   -13.24 eV
HOMO-LUMO gap   9.61 eV
Total charge   +1

The geometry in XYZ format:
```
16
C3H10N3 | the OMol25 dataset | ωB97M-V/def2-TZVPD
C -1.17622 -1.23632 -0.03125
C 0.73518 0.92686 0.27553
C 1.04681 -0.34346 -0.42752
N -2.16856 -0.48373 0.07333
N 1.96032 -1.24127 -0.00350
N -0.38572 1.65233 -0.33910
H -1.36917 -2.20119 0.31403
H 0.70555 0.63849 1.25901
H 1.55088 1.64792 0.23693
H 0.84979 -0.09529 -1.54292
H -3.11297 -0.63883 0.51578
H 2.40451 -1.98755 -0.48089
H 1.91729 -1.44977 0.98245
H -0.17261 2.36791 -0.99410
H -0.84867 2.03191 0.46006
H -1.93642 0.41200 -0.29783
```

natural (NBO) analysis output, partial charges in e: 0.04 -0.32 0.24 -0.68 -0.73 -0.85 0.15 0.21 0.24 0.25 0.41 0.43 0.40 0.40 0.38 0.43

Most favorable first, least favorable last: model w, model x

Model w:
DFT (ωB97M-V/def2-TZVPD) results for a gas-phase ion, C3H10N3 (charge +1).

Calculated values
HOMO energy (spin up / spin down)   -12.24 / -12.24 eV
HOMO-LUMO gap (spin up / spin down)   8.32 / 8.31 eV
Total charge   +1

The geometry in XYZ format:
```
16
C3H10N3 | the OMol25 dataset | ωB97M-V/def2-TZVPD
C -0.19335 -1.17289 -0.33312
C -0.87713 -0.02752 0.44796
C -0.16093 1.14539 -0.22687
N 1.07183 -1.44624 0.04153
N -2.26110 0.02920 0.00456
N 1.24404 1.21882 0.05291
H -0.38255 -1.45149 -1.41035
H -0.60050 -0.20904 1.45655
H -0.29272 1.32194 -1.34191
H 1.21313 -1.49003 1.06573
H 1.51280 1.52837 0.99523
H -2.41016 0.91077 -0.48369
H -2.94068 -0.15524 0.73589
H 1.83983 0.26481 0.14229
H 1.51130 -2.19138 -0.50035
H 1.72619 1.72452 -0.64639
```

natural (NBO) analysis output, partial charges in e: 0.15 -0.13 -0.23 -0.78 -0.82 -0.70 0.24 0.20 0.22 0.41 0.42 0.39 0.40 0.38 0.44 0.44

Model x:
DFT (ωB97M-V/def2-TZVPD) results for a gas-phase ion, C3H10N3 (charge +1).

Calculated values
SMILES string   C=N[C@@H]([NH3+])CN
HOMO energy   -13.41 eV
HOMO-LUMO gap   9.79 eV
Total charge   +1

The geometry in XYZ format:
```
16
C3H10N3 | the OMol25 dataset | ωB97M-V/def2-TZVPD
C -0.24394 2.14097 -0.05748
N 0.53116 1.27422 0.37403
C 0.48286 0.03251 -0.26766
N 1.71940 -0.66043 0.12447
C -0.68033 -0.98540 0.25141
N -1.93992 -0.47748 0.14437
H -0.51523 3.10408 0.40005
H -0.55394 2.06481 -1.10451
H 0.49085 0.19854 -1.31366
H 1.59764 -0.88711 1.19803
H 1.93450 -1.63664 -0.28798
H 2.47991 -0.03566 -0.11129
H -0.41583 -1.16872 1.26348
H -0.49765 -1.88048 -0.28386
H -1.99608 0.35221 0.80096
H -2.43523 -0.44555 -0.79888
```

natural (NBO) analysis output, partial charges in e: 0.01 -0.46 0.05 -0.70 -0.19 -0.83 0.21 0.15 0.19 0.46 0.46 0.46 0.18 0.20 0.39 0.41

Model y:
DFT (ωB97M-V/def2-TZVPD) results for a gas-phase ion, C3H10N3 (charge +1).

Calculated values
SMILES string   CNNC(C)=[NH2+]
HOMO energy   -15.12 eV
HOMO-LUMO gap   11.70 eV
Total charge   +1

The geometry in XYZ format:
```
16
C3H10N3 | the OMol25 dataset | ωB97M-V/def2-TZVPD
C 2.27734 -0.03770 0.40201
N 1.27041 -0.41811 -0.54305
N 0.12927 0.43605 -0.37947
C -1.03071 -0.06278 -0.03398
C -2.16313 0.77766 -0.06000
N -0.98213 -1.37855 0.25838
H 3.19569 -0.50496 0.08456
H 2.35843 0.97280 0.40834
H 2.20444 -0.44429 1.44396
H 1.72528 -0.16662 -1.48407
H 0.33616 1.36001 -0.60567
H -3.18898 0.27557 -0.39914
H -2.16732 1.59142 -0.84224
H -2.43711 1.22598 0.87540
H -1.60517 -1.93180 0.81033
H 0.07751 -1.69468 0.06464
```

natural (NBO) analysis output, partial charges in e: -0.43 -0.46 -0.38 0.55 -0.74 -0.74 0.23 0.18 0.22 0.40 0.41 0.29 0.28 0.29 0.44 0.45

Most favorable first, least favorable last: model y, model x, model w

Model w:
DFT (ωB97M-V/def2-TZVPD) results for C5H11N in the gas phase.

Calculated values
SMILES string   CCN1C[C@H]1C
HOMO energy   -8.68 eV
HOMO-LUMO gap   9.84 eV
Total charge   0

The geometry in XYZ format:
```
17
C5H11N | the OMol25 dataset | ωB97M-V/def2-TZVPD
C 2.16611 0.39821 -0.41052
C 1.06567 -0.56164 0.01948
N 0.11032 -0.10663 1.03593
C -0.67790 1.10394 0.88505
C -1.32428 -0.21634 0.74030
C -1.78170 -0.65233 -0.63227
H 2.67683 -0.02460 -1.28716
H 1.75304 1.36792 -0.70341
H 2.92398 0.56360 0.36001
H 0.56481 -0.89885 -0.89384
H 1.53901 -1.45872 0.42536
H -0.85282 1.63310 1.81713
H -0.54893 1.73155 -0.00001
H -1.93717 -0.60403 1.56391
H -2.72181 -0.16224 -0.90166
H -1.91604 -1.74014 -0.63531
H -1.03909 -0.37282 -1.38298
```

natural (NBO) analysis output, partial charges in e: -0.61 -0.22 -0.41 -0.26 -0.07 -0.63 0.21 0.20 0.21 0.17 0.20 0.20 0.19 0.19 0.22 0.21 0.21

Model x:
DFT (ωB97M-V/def2-TZVPD) results for C5H11N in the gas phase.

Calculated values
SMILES string   CN1CC1(C)C
HOMO energy   -9.06 eV
HOMO-LUMO gap   10.09 eV
Total charge   0

The geometry in XYZ format:
```
17
C5H11N | the OMol25 dataset | ωB97M-V/def2-TZVPD
C 1.72110 0.49977 -0.66233
N 1.18924 -0.39468 0.33281
C 0.55190 0.13806 1.53004
C -0.22261 -0.36924 0.34154
C -0.97437 0.95442 -0.70429
C -1.09251 -1.60672 0.18525
H 1.96548 -0.07753 -1.56272
H 0.81684 1.12664 -0.88150
H 2.61186 1.02518 -0.30126
H 0.42609 1.21218 1.67425
H 0.85312 -0.38805 2.44655
H -1.77168 1.21996 -0.03142
H -1.34444 0.43066 -1.59113
H -0.70747 1.96775 -1.14743
H -2.10092 -1.36120 0.52859
H -1.14558 -1.86199 -0.87910
H -0.77605 -2.51523 0.72215
```

natural (NBO) analysis output, partial charges in e: -0.43 -0.42 -0.29 0.20 -0.73 -0.64 0.20 0.21 0.20 0.19 0.21 0.21 0.21 0.23 0.22 0.21 0.23

Model y:
DFT (ωB97M-V/def2-TZVPD) results for C5H11N in the gas phase.

Calculated values
SMILES string   CCCN1CC1
HOMO energy   -8.92 eV
HOMO-LUMO gap   10.18 eV
Total charge   0

The geometry in XYZ format:
```
17
C5H11N | the OMol25 dataset | ωB97M-V/def2-TZVPD
C 2.64760 0.39478 0.19268
C 1.36016 -0.41827 0.15658
C 0.08424 0.41774 0.09408
N -1.03011 -0.52613 0.07720
C -2.35249 -0.16734 0.52454
C -2.07686 -0.43376 -0.91293
H 2.74504 1.02047 -0.70234
H 3.51748 -0.26878 0.24078
H 2.67989 1.05007 1.07260
H 1.34533 -1.09572 -0.70807
H 1.28386 -1.05486 1.04704
H 0.08716 1.06902 -0.79782
H 0.01668 1.07987 0.97088
H -2.83473 -0.92084 1.14542
H -2.55642 0.86688 0.81150
H -2.36464 -1.37050 -1.38753
H -2.09898 0.42885 -1.58138
```

natural (NBO) analysis output, partial charges in e: -0.61 -0.39 -0.22 -0.42 -0.25 -0.25 0.20 0.21 0.20 0.20 0.20 0.17 0.18 0.20 0.18 0.20 0.18

Model z:
DFT (ωB97M-V/def2-TZVPD) results for C5H11N in the gas phase.

Calculated values
SMILES string   CCC/C=C/N
HOMO energy   -7.85 eV
HOMO-LUMO gap   9.06 eV
Total charge   0

The geometry in XYZ format:
```
17
C5H11N | the OMol25 dataset | ωB97M-V/def2-TZVPD
C 1.87385 1.00944 1.56201
C 0.97547 -0.23843 1.49355
C -0.44209 0.10418 1.06534
C -0.60566 0.32327 -0.42511
C -1.09723 -0.64196 -1.21270
N -1.11316 -0.59768 -2.60040
H 1.28541 1.90574 1.77950
H 2.30740 1.19128 0.57266
H 2.68538 0.96535 2.28162
H 1.47149 -0.93177 0.81786
H 0.97085 -0.77075 2.44240
H -1.15571 -0.69880 1.28860
H -0.77356 0.96242 1.64211
H -0.25107 1.19990 -0.95423
H -1.64255 -1.49292 -0.81597
H -0.34945 -0.23304 -3.13809
H -1.73498 -1.21770 -3.08204
```

natural (NBO) analysis output, partial charges in e: -0.61 -0.40 -0.42 -0.29 0.01 -0.84 0.20 0.20 0.21 0.20 0.20 0.20 0.20 0.19 0.18 0.39 0.38

Most favorable first, least favorable last: model z, model y, model w, model x

Model w:
DFT (ωB97M-V/def2-TZVPD) results for C5H11N in the gas phase.

Calculated values
HOMO energy (spin up / spin down)   -6.62 / -6.62 eV
HOMO-LUMO gap (spin up / spin down)   7.83 / 7.83 eV
Total charge   0

The geometry in XYZ format:
```
17
C5H11N | the OMol25 dataset | ωB97M-V/def2-TZVPD
C 0.44518 -0.78894 -0.85816
C -0.74467 0.36957 0.56876
C -0.48197 -1.09105 0.33703
C 1.24018 0.36662 -0.35772
C -1.97738 0.96090 -0.06686
N 2.19722 0.17492 0.66578
H -0.08545 -0.55836 -1.78153
H -0.42696 0.85187 1.49129
H 2.02997 -0.60882 1.28526
H 3.16644 0.16394 0.37119
H -1.34641 -1.69153 0.04398
H 0.04381 -1.58975 1.15826
H 1.39598 1.23568 -0.99457
H 1.52911 -1.12389 -1.15844
H -1.95377 0.96268 -1.16852
H -2.87546 0.38310 0.18644
H -2.15582 1.98305 0.27782
```

natural (NBO) analysis output, partial charges in e: -0.46 -0.23 -0.46 0.05 -0.65 -0.86 0.22 0.21 0.37 0.38 0.21 0.21 0.21 0.19 0.20 0.20 0.22

Model x:
DFT (ωB97M-V/def2-TZVPD) results for 2 unconnected molecules or ions with the total composition C5H11N.

Calculated values
HOMO energy   -5.86 eV
HOMO-LUMO gap   2.83 eV
Total charge   0

The geometry in XYZ format:
```
17
C5H11N | the OMol25 dataset | ωB97M-V/def2-TZVPD
C 0.18051 3.22938 -0.72840
C -0.94784 -2.73766 -0.41881
C 0.09818 -1.99835 0.16025
C 1.20019 -2.43666 0.93954
C -0.14965 -0.45157 0.27121
N -0.38617 2.23743 0.16050
H 0.95105 2.83388 -1.44170
H 0.57311 4.12121 -0.25260
H -0.96347 -3.73346 -0.33129
H -1.86339 -2.23942 -0.94820
H 2.05036 -1.68441 0.94186
H 1.50143 -3.41647 1.20546
H 0.73902 -0.01514 0.75046
H -1.05769 -0.17075 0.89347
H -0.27967 0.01990 -0.70410
H -0.95136 2.80901 0.82163
H -0.69462 3.63309 -1.31926
```

natural (NBO) analysis output, partial charges in e: -0.46 -0.25 -0.11 -0.25 -0.63 -0.63 0.18 0.19 0.17 0.21 0.20 0.19 0.22 0.24 0.24 0.30 0.20

Model y:
DFT (ωB97M-V/def2-TZVPD) results for C5H11N in the gas phase.

Calculated values
SMILES string   CCC/C=C/N
HOMO energy   -7.60 eV
HOMO-LUMO gap   8.80 eV
Total charge   0

The geometry in XYZ format:
```
17
C5H11N | the OMol25 dataset | ωB97M-V/def2-TZVPD
C -2.12268 0.75642 1.02392
C -0.69583 1.44625 1.22418
C 0.51789 0.56666 0.93004
C 0.45763 0.02014 -0.43290
C 1.31359 -0.99471 -0.86655
N 0.86494 -1.87278 -1.87476
H -2.32847 -0.06487 1.68120
H -2.13655 0.35518 -0.02583
H -2.96910 1.42181 1.07033
H -0.77991 2.23071 0.38418
H -0.59576 1.94799 2.21796
H 1.42035 1.08020 1.01845
H 0.56267 -0.16005 1.69941
H -0.07172 0.59455 -1.20578
H 2.25889 -1.29673 -0.22863
H 0.08400 -1.51281 -2.31631
H 1.67737 -2.25511 -2.44375
```

natural (NBO) analysis output, partial charges in e: -0.61 -0.37 -0.45 -0.32 0.02 -0.80 0.20 0.20 0.21 0.19 0.21 0.21 0.20 0.20 0.18 0.38 0.37

Most favorable first, least favorable last: model y, model w, model x